[1]
{"formula": "C6H10N2O", "method": "ωB97M-V/def2-TZVPD", "homo_energy_ev": -8.047, "homo_lumo_gap_ev": 8.5879, "relative_energy_ev": 8.282, "lumo_ev": 0.541, "symbols": ["C", "C", "C", "C", "C", "C", "H", "H", "H", "H", "H", "H", "H", "H", "H", "H", "N", "N", "O"], "coordinates": [[2.04807, -0.78365, -0.62744], [0.79227, -1.21050, 0.25507], [0.16200, -0.59381, 1.32221], [0.18824, 1.59744, 0.52870], [-1.12992, 0.30249, -0.89095], [-2.29275, -0.04298, 0.27214], [2.71242, -1.56938, -0.73573], [2.94323, 0.18130, -0.07824], [1.46218, -0.63439, -1.58088], [0.53527, -2.14988, 0.40346], [-0.60318, -1.45894, 1.78205], [0.24307, 2.62289, 0.96925], [-0.54889, 2.31372, -1.28055], [-1.17851, 0.18645, -2.17151], [-0.34349, -0.68156, -0.58250], [-2.13947, 0.64393, 1.21962], [0.43010, 0.79334, 1.64901], [-0.37109, 1.47307, -0.60532], [-2.90955, -0.98952, 0.15161]], "atomic_forces_ev_per_a": [[-1.547, 3.054, 2.178], [2.989, 4.171, 2.543], [1.781, -1.231, 0.055], [1.983, 1.472, 8.314], [0.371, -2.555, -2.814], [5.388, 5.438, -1.225], [0.988, -1.809, -0.281], [-3.575, -2.606, -1.971], [1.710, 0.878, 0.339], [-0.463, -4.952, -0.725], [1.811, 3.250, -0.128], [0.751, -0.351, -1.262], [0.802, -1.944, 2.238], [-0.967, 0.404, 3.933], [-2.445, 2.307, -1.301], [-0.780, -0.874, -1.400], [-2.752, -1.221, -3.786], [-2.445, 0.809, -4.795], [-3.599, -4.238, 0.086]], "lowdin_charge": [-0.0667, -0.2588, -0.2307, -0.2827, -0.1846, -0.2836, -0.0043, 0.1942, 0.0643, 0.0386, 0.1750, 0.1288, 0.1968, 0.1814, 0.0780, 0.1475, 0.0470, -0.0403, 0.1001]}

***

[2]
{"formula": "C6H10N2O", "method": "ωB97M-V/def2-TZVPD", "homo_energy_ev": -8.846, "homo_lumo_gap_ev": 9.6972, "relative_energy_ev": 6.654, "lumo_ev": 0.851, "symbols": ["C", "C", "C", "C", "C", "C", "H", "H", "H", "H", "H", "H", "H", "H", "H", "H", "N", "N", "O"], "coordinates": [[1.58943, 1.07907, 1.12727], [0.46439, -0.59035, -0.48675], [-0.48439, 0.03666, -1.37901], [-0.90127, 0.73060, -0.21357], [-1.30074, -0.43125, 0.85188], [-0.30901, -1.36083, 0.65512], [1.73237, 0.13282, 1.87074], [1.13856, 2.02710, 1.57679], [2.61683, 1.32002, 0.63952], [1.47295, -1.28792, -0.68058], [-1.22441, -0.37032, -1.90896], [0.74898, 1.12415, -2.11052], [-1.29517, 1.73500, -0.13170], [-1.83652, 0.03509, 1.76307], [-1.78806, -2.04167, -0.74443], [0.36569, -1.91869, 1.38232], [0.73650, 0.80015, -0.00995], [-1.66269, -1.86182, 0.34115], [-0.06344, 0.84217, -2.54237]], "atomic_forces_ev_per_a": [[0.590, -0.507, 0.512], [6.386, -3.708, 1.311], [-0.827, 1.057, -4.522], [1.381, 1.859, 4.761], [-4.421, 3.912, 0.041], [3.436, -2.317, -0.549], [-0.468, 2.479, -1.330], [1.050, -1.411, 0.029], [-1.533, -0.320, 1.261], [-2.448, 2.001, -0.496], [-3.118, -3.182, -1.114], [0.746, 1.110, -0.640], [-0.687, -0.130, -0.330], [0.930, -1.591, -1.332], [0.264, 1.167, 2.812], [-1.223, 0.768, -0.822], [-1.752, -1.440, -0.374], [0.667, 0.949, -1.482], [1.025, -0.696, 2.262]], "lowdin_charge": [-0.1070, -0.2321, -0.3586, -0.0584, -0.1752, -0.3072, 0.1140, 0.0962, 0.0982, 0.1942, 0.1079, 0.0665, 0.1436, 0.1622, 0.1369, 0.1552, -0.1163, 0.0845, -0.0049]}

***

[3]
{"formula": "C6H10N2O", "method": "ωB97M-V/def2-TZVPD", "homo_energy_ev": -8.210, "homo_lumo_gap_ev": 8.6815, "relative_energy_ev": 1.604, "lumo_ev": 0.471, "smiles": "[H]/N=C(\\C)C(=O)/C=C(\\C)N", "symbols": ["C", "C", "C", "C", "C", "N", "C", "N", "O", "H", "H", "H", "H", "H", "H", "H", "H", "H", "H"], "coordinates": [[1.12086, 1.33177, 1.81713], [-1.11596, -1.43982, 0.40880], [1.46844, -0.09426, -0.36589], [0.75488, 1.14064, 0.37489], [-0.69248, -0.98895, -0.96786], [-1.67640, -1.01346, -1.92758], [0.60948, -0.75001, -1.32480], [0.14161, 2.03364, -0.32700], [2.60733, -0.37826, -0.05652], [-2.62095, -0.88011, -1.57437], [-1.46450, -0.46820, -2.75905], [-0.05720, 2.87078, 0.23185], [0.96522, -0.80945, -2.34701], [0.93015, 0.41249, 2.37663], [0.54831, 2.15385, 2.25659], [2.18338, 1.57077, 1.90162], [-0.26974, -1.55629, 1.09008], [-1.61878, -2.41146, 0.33915], [-1.81363, -0.72367, 0.85333]], "atomic_forces_ev_per_a": [[-0.072, -0.076, 0.133], [0.001, 0.726, 0.120], [-0.434, 0.262, 1.610], [0.782, 0.978, -0.837], [0.844, -0.229, -0.955], [-0.375, -0.065, 0.011], [-0.954, -0.127, 0.089], [0.704, -1.357, 0.366], [-0.322, 0.589, -0.309], [0.355, -0.221, -0.299], [-0.208, -0.202, 0.387], [-0.118, -0.358, 0.061], [-0.269, 0.148, -0.077], [0.115, 0.098, 0.085], [0.020, -0.144, -0.054], [-0.025, -0.175, -0.013], [-0.057, 0.049, -0.222], [0.104, 0.187, -0.117], [-0.090, -0.082, 0.020]], "lowdin_charge": [-0.0484, -0.0253, -0.3782, -0.3395, -0.3846, 0.1042, -0.0334, 0.1438, 0.0851, 0.1015, 0.1062, 0.0512, 0.1154, 0.0775, 0.0760, 0.0873, 0.0819, 0.0932, 0.0861]}

***

[4]
{"formula": "C6H10N2O2", "method": "ωB97M-V/def2-TZVPD", "homo_energy_ev": -9.651, "homo_lumo_gap_ev": 10.3743, "relative_energy_ev": 5.537, "lumo_ev": 0.723, "smiles": "CC[C@]1(C)NC(=O)NC1=O", "symbols": ["C", "C", "C", "C", "C", "C", "H", "H", "H", "H", "H", "H", "H", "H", "H", "H", "N", "N", "O", "O"], "coordinates": [[-1.75674, 2.18999, 0.32691], [-0.35962, 1.69023, -0.03313], [0.16256, 0.49187, 0.48603], [0.02024, 0.39608, 2.01750], [1.31768, -0.95581, -0.96441], [-0.85170, -0.75194, -0.01501], [-2.15295, 3.05639, -0.31850], [-2.43778, 1.28632, 0.36878], [-1.91314, 2.90774, 1.11290], [0.00864, 1.62511, -1.26357], [0.56750, 2.28723, 0.47857], [0.36651, 1.04099, 2.40870], [-0.95830, 0.51487, 2.17159], [0.76779, -0.54566, 2.19687], [2.28439, 0.44776, -0.00965], [-0.35362, -2.06868, -1.43753], [1.35852, 0.03444, 0.07743], [0.03673, -1.47170, -0.95418], [2.30415, -1.45555, -1.51566], [-1.94668, -0.90116, 0.20588]], "atomic_forces_ev_per_a": [[-1.157, 0.524, -1.680], [3.677, 4.896, -3.150], [-4.672, -4.848, 3.430], [-2.025, -15.966, -10.029], [1.288, -1.612, 1.380], [9.691, 2.178, -2.451], [0.554, -2.058, -0.737], [0.347, 1.610, -0.025], [0.830, -0.828, 1.910], [-1.677, 0.722, 3.164], [-2.337, 0.409, -1.591], [8.733, 15.272, 8.899], [-4.053, -1.133, 1.397], [-2.853, 1.682, 0.533], [-0.579, 0.777, 0.675], [-3.963, -7.723, -6.514], [4.133, -2.609, -4.331], [2.271, 8.593, 7.360], [-1.909, 1.580, 0.576], [-6.296, -1.464, 1.184]], "lowdin_charge": [-0.0851, -0.2042, -0.5821, 0.0559, -0.4464, -0.3214, 0.0996, 0.0905, 0.0613, 0.1961, 0.1717, -0.0810, 0.0575, 0.1850, 0.1684, 0.0368, 0.1043, 0.2463, 0.0562, 0.1905]}